# C17H14Co2O9

A structure of composition C17H14Co2O9 in a non-equilibrium geometry (ωB97M-V/def2-TZVPD, the Open Molecules 2025 dataset).

Calculated values
E_tot: -4098.59946 Ha
Kohn-Sham gap: 2.74 eV
Highest occupied orbital energy: -6.63 eV
LUMO level: -3.88 eV
Energy relative to the best compared isomer or geometry (same formula, charge and spin): 105.0 kcal/mol

Geometry as ORCA input:
```
! wB97M-V def2-TZVPD RIJCOSX def2/J DEFGRID3
* xyz 0 1
C 4.42 -0.33 0.41
C 3.02 -0.87 0.59
O 2.02 0.11 0.37
C 0.79 -0.39 0.71
C -0.34 0.46 0.47
C -1.69 0.16 0.80
O -2.10 -0.78 1.47
C -2.60 1.23 0.25
C -1.69 2.44 -0.04
C -0.26 1.85 -0.09
O 0.66 -1.50 1.21
H 5.20 -1.08 0.60
H 4.57 0.04 -0.60
H 4.61 0.50 1.09
H 2.81 -1.69 -0.11
H 2.86 -1.26 1.60
H -3.10 0.87 -0.65
H -3.38 1.47 0.97
H -1.97 2.97 -0.95
H -1.76 3.17 0.77
H 0.44 2.45 0.49
H 0.13 1.81 -1.11
O -4.28 2.59 5.34
C -3.25 2.69 5.80
Co -1.59 2.83 6.52
C -0.73 4.28 5.93
O -0.18 5.20 5.56
C -1.54 3.15 8.32
O -1.49 3.34 9.44
C -0.67 1.06 6.66
C -0.43 1.52 5.29
C -0.79 0.60 4.21
Co 1.32 1.20 6.41
C 2.28 2.41 5.44
O 2.88 3.16 4.84
C 1.78 -0.49 5.98
O 2.04 -1.55 5.70
C 1.62 1.67 8.14
O 1.81 1.98 9.22
H -1.05 0.04 6.75
H -0.20 0.52 3.31
H -1.69 0.03 4.23
*
```



# C6H12O

A cluster of 2 separate species, C6H12O in total (ωB97M-V/def2-TZVPD, the Open Molecules 2025 dataset).

Calculated values
E_tot: -310.96974 Ha
Kohn-Sham gap: 10.46 eV
Structure (SMILES): CC[C@H]1[C@H]2C[C@@H]12.O
Highest occupied orbital energy: -9.48 eV
LUMO level: 0.98 eV
Energy relative to the best compared isomer or geometry (same formula, charge and spin): 56.2 kcal/mol

Geometry as ORCA input:
```
! wB97M-V def2-TZVPD RIJCOSX def2/J DEFGRID3
* xyz 0 1
C -2.30 0.21 -0.29
C -1.17 0.20 0.73
C 0.16 0.78 0.23
C 1.36 0.83 1.11
C 1.67 -0.62 1.24
C 1.39 -0.02 -0.10
H -2.47 1.22 -0.69
H -2.10 -0.46 -1.13
H -3.24 -0.11 0.19
H -1.02 -0.82 1.11
H -1.46 0.81 1.60
H 0.03 1.66 -0.41
H 2.00 1.68 1.33
H 0.95 -1.31 1.69
H 2.70 -0.88 1.45
H 2.08 0.08 -0.94
O 0.26 -1.37 -2.55
H 0.28 -1.14 -1.61
H 0.88 -0.74 -2.94
*
```



# C20H42BIN3O5P2S

A cluster of 2 separate species, C20H42BIN3O5P2S in total in a non-equilibrium geometry (ωB97M-V/def2-TZVPD, the Open Molecules 2025 dataset).

Calculated values
E_tot: -2731.01898 Ha
Kohn-Sham gap: 6.81 eV
Highest occupied orbital energy: -11.54 eV
LUMO level: -4.73 eV

Geometry as ORCA input:
```
! wB97M-V def2-TZVPD RIJCOSX def2/J DEFGRID3
* xyz 1 1
C -3.52 0.98 1.62
C -2.70 -0.14 2.26
C -2.60 -1.48 1.47
I -3.75 -1.65 -0.34
N -1.20 -1.93 1.33
N -1.03 -3.09 1.96
C 0.16 -3.61 1.92
P 0.24 -5.26 2.77
O 0.31 -6.34 1.77
C 1.30 -3.04 1.32
C 2.59 -3.80 1.35
C 3.11 -4.19 -0.06
C 3.30 -5.72 -0.24
C 2.64 -6.22 -1.52
O 1.32 -6.64 -1.21
C 0.87 -7.61 -2.15
C 1.12 -1.78 0.69
P 2.53 -0.87 -0.07
O 3.88 -1.24 0.72
O 2.36 0.69 0.21
S 2.77 -1.26 -1.92
C -0.23 -1.27 0.70
B -0.54 0.17 -0.04
O -0.16 1.24 0.73
N -1.21 0.30 -1.27
C -0.61 -0.32 -2.46
C -1.57 1.69 -1.59
H -4.57 0.73 1.56
H -3.43 1.85 2.26
H -3.13 1.26 0.65
H -1.68 0.20 2.46
H -3.15 -0.34 3.22
H -3.10 -2.20 2.08
H -0.88 -5.31 3.62
H 1.36 -5.17 3.61
H 3.32 -3.19 1.88
H 2.52 -4.73 1.90
H 4.08 -3.73 -0.23
H 2.41 -3.88 -0.82
H 2.92 -6.29 0.60
H 4.36 -5.92 -0.36
H 3.22 -7.04 -1.95
H 2.57 -5.41 -2.25
H 1.36 -8.56 -1.95
H -0.20 -7.73 -2.02
H 1.10 -7.30 -3.17
H 3.76 -1.05 1.66
H 2.02 0.87 1.10
H 0.24 1.93 0.19
H 0.33 0.18 -2.70
H -0.36 -1.36 -2.26
H -1.29 -0.28 -3.30
H -2.10 2.21 -0.80
H -2.16 1.69 -2.50
H -0.65 2.23 -1.84
C -3.08 5.50 0.20
C -2.11 5.54 -0.98
C -0.66 5.30 -0.58
C -0.06 6.33 0.39
C -0.10 7.77 -0.11
C 0.70 7.99 -1.39
H -2.88 6.28 0.92
H -4.11 5.63 -0.15
H -3.03 4.53 0.71
H -2.21 6.50 -1.50
H -2.40 4.78 -1.70
H -0.05 5.25 -1.48
H -0.58 4.31 -0.11
H 0.98 6.05 0.59
H -0.58 6.27 1.35
H 0.30 8.42 0.67
H -1.13 8.09 -0.27
H 1.75 7.71 -1.25
H 0.68 9.04 -1.68
H 0.31 7.42 -2.23
*
```



# C3H7O2

A structure of composition C3H7O2 in a non-equilibrium geometry (ωB97M-V/def2-TZVPD, the Open Molecules 2025 dataset).

Calculated values
E_tot: -268.90388 Ha
Kohn-Sham gap: 7.04 eV
Highest occupied orbital energy: -2.85 eV
LUMO level: 4.19 eV
Energy relative to the best compared isomer or geometry (same formula, charge and spin): 85.4 kcal/mol

Geometry as ORCA input:
```
! wB97M-V def2-TZVPD RIJCOSX def2/J DEFGRID3
* xyz -1 1
C 1.69 0.62 -0.17
O 2.67 1.18 -0.62
H 1.17 -0.22 -0.76
H 1.09 0.88 0.76
H 0.56 -1.88 -0.20
C -1.48 0.80 -0.37
C -1.35 -0.20 0.64
O -0.69 -0.15 1.79
H -2.12 0.50 -1.27
H -1.17 1.86 -0.19
H -1.55 -1.23 0.18
H 1.18 -2.17 0.22
*
```



# C70H183N9O26

A cluster of 17 separate species, C70H183N9O26 in total in a non-equilibrium geometry (ωB97M-V/def2-TZVPD, the Open Molecules 2025 dataset).

Calculated values
E_tot: -5225.30536 Ha
Kohn-Sham gap: 8.85 eV
Highest occupied orbital energy: -8.47 eV
LUMO level: 0.39 eV
Energy relative to the best compared isomer or geometry (same formula, charge and spin): 0.0 kcal/mol

Geometry as ORCA input:
```
! wB97M-V def2-TZVPD RIJCOSX def2/J DEFGRID3
* xyz 0 1
C 1.07 -6.81 -7.73
O 0.57 -6.37 -6.49
C -0.83 -6.19 -6.44
C -1.17 -5.80 -5.06
N -0.71 -4.43 -4.88
C -0.64 -3.90 -3.53
C -0.34 -2.46 -3.41
O 1.08 -2.19 -3.66
C 1.25 -1.17 -4.63
H 0.95 -6.04 -8.49
H 0.58 -7.70 -8.06
H 2.14 -6.99 -7.69
H -1.34 -7.06 -6.84
H -0.98 -5.27 -6.99
H -0.75 -6.47 -4.37
H -2.26 -5.86 -4.88
H 0.21 -4.41 -5.32
H 0.07 -4.39 -2.86
H -1.68 -4.06 -3.18
H -0.57 -2.15 -2.40
H -0.94 -1.91 -4.15
H 1.12 -1.50 -5.69
H 2.32 -0.82 -4.59
H 0.65 -0.30 -4.40
C 3.56 1.13 -11.21
O 4.53 1.08 -10.21
C 4.28 0.57 -8.97
C 5.06 1.46 -8.02
N 5.05 0.80 -6.71
C 5.50 1.73 -5.62
C 5.22 1.11 -4.25
O 5.97 1.83 -3.29
C 5.65 1.25 -2.01
H 3.35 0.20 -11.72
H 3.99 1.73 -12.02
H 2.62 1.58 -10.86
H 4.75 -0.50 -8.86
H 3.25 0.55 -8.59
H 4.63 2.48 -7.95
H 6.05 1.63 -8.42
H 5.79 0.16 -6.70
H 4.83 2.62 -5.69
H 6.57 1.98 -5.70
H 5.54 0.05 -4.34
H 4.17 1.17 -3.95
H 4.61 1.54 -1.80
H 6.36 1.62 -1.29
H 5.74 0.16 -2.03
C 6.90 2.39 2.83
O 7.58 1.17 2.98
C 7.29 0.32 1.85
C 8.05 -1.04 2.04
N 7.40 -1.78 3.15
C 8.16 -3.01 3.47
C 7.83 -3.67 4.77
O 8.03 -2.63 5.75
C 8.23 -3.22 6.99
H 5.80 2.23 2.70
H 7.27 2.95 1.96
H 7.12 3.02 3.70
H 7.62 0.85 0.93
H 6.17 0.15 1.72
H 9.12 -0.84 2.21
H 7.95 -1.63 1.13
H 7.42 -1.22 4.04
H 9.22 -2.71 3.44
H 7.99 -3.72 2.70
H 8.57 -4.51 4.87
H 6.81 -4.08 4.76
H 7.29 -3.73 7.34
H 8.57 -2.44 7.66
H 9.03 -4.02 6.97
C 2.84 5.00 -1.82
O 2.04 3.94 -2.30
C 1.89 3.92 -3.70
C 1.26 2.61 -4.01
N 0.78 2.46 -5.35
C 1.71 2.31 -6.48
C 1.19 2.81 -7.80
O 0.37 1.87 -8.51
C -0.74 1.42 -7.74
H 2.50 6.02 -2.14
H 3.89 4.85 -2.12
H 2.89 4.90 -0.71
H 2.81 4.01 -4.22
H 1.24 4.70 -4.04
H 0.40 2.45 -3.33
H 1.98 1.87 -3.67
H 0.19 1.64 -5.32
H 2.26 1.37 -6.50
H 2.53 2.98 -6.29
H 2.00 2.94 -8.52
H 0.61 3.73 -7.60
H -1.35 0.90 -8.48
H -1.32 2.16 -7.22
H -0.40 0.71 -6.99
C -5.27 5.34 -1.85
O -4.11 5.25 -1.07
C -3.43 4.01 -1.39
C -2.13 3.99 -0.69
N -1.03 4.83 -1.26
C -1.29 6.14 -1.77
C -1.41 7.19 -0.71
O -2.08 8.33 -1.17
C -2.34 9.17 -0.05
H -5.91 4.48 -1.62
H -4.99 5.41 -2.91
H -5.81 6.26 -1.60
H -3.21 4.03 -2.42
H -4.04 3.17 -1.11
H -1.73 2.96 -0.59
H -2.45 4.39 0.28
H -0.36 4.33 -1.76
H -2.18 6.20 -2.38
H -0.42 6.38 -2.40
H -0.44 7.51 -0.33
H -1.97 6.78 0.11
H -2.85 10.09 -0.43
H -1.39 9.45 0.41
H -2.84 8.57 0.69
C -0.43 -4.70 7.22
O -0.64 -3.97 6.03
C 0.39 -4.29 5.09
C 0.13 -3.59 3.77
N 0.00 -2.16 3.95
C -0.42 -1.42 2.83
C -0.74 -0.06 3.23
O -1.81 -0.05 4.18
C -2.01 1.18 4.95
H -0.78 -5.74 7.09
H -0.94 -4.30 8.08
H 0.62 -4.79 7.49
H 0.54 -5.36 4.94
H 1.31 -4.00 5.60
H -0.73 -4.04 3.31
H 0.96 -3.84 3.13
H -0.64 -1.88 4.69
H -1.22 -1.95 2.31
H 0.39 -1.27 2.11
H -1.01 0.53 2.31
H 0.17 0.38 3.62
H -1.11 1.43 5.49
H -2.82 1.02 5.62
H -2.25 2.00 4.27
C -11.89 -4.75 9.09
O -11.45 -5.10 7.77
C -10.65 -4.03 7.24
C -9.99 -4.44 5.89
N -9.02 -3.51 5.43
C -8.50 -3.98 4.16
C -7.52 -3.03 3.57
O -8.28 -1.89 3.13
C -7.52 -0.82 2.60
H -12.37 -5.65 9.46
H -12.66 -3.96 9.06
H -11.05 -4.44 9.68
H -9.91 -3.75 8.04
H -11.25 -3.14 7.04
H -10.85 -4.65 5.14
H -9.53 -5.43 6.05
H -9.44 -2.64 5.21
H -9.28 -4.21 3.44
H -8.01 -4.96 4.32
H -6.94 -3.42 2.70
H -6.85 -2.74 4.40
H -6.73 -1.14 1.88
H -6.91 -0.32 3.38
H -8.22 -0.09 2.27
C 4.43 -4.63 4.54
O 4.67 -3.53 3.70
C 4.24 -3.81 2.39
C 4.36 -2.65 1.52
N 4.16 -2.96 0.13
C 3.85 -1.80 -0.68
C 3.63 -2.15 -2.09
O 4.83 -2.55 -2.69
C 4.56 -3.04 -4.02
H 3.40 -4.97 4.46
H 4.72 -4.32 5.52
H 5.06 -5.47 4.26
H 3.16 -4.23 2.38
H 4.83 -4.67 1.93
H 5.34 -2.23 1.74
H 3.61 -1.93 1.81
H 4.96 -3.45 -0.33
H 4.62 -1.01 -0.63
H 2.90 -1.44 -0.28
H 3.26 -1.24 -2.60
H 2.94 -3.01 -2.16
H 3.82 -3.84 -4.04
H 5.55 -3.43 -4.43
H 4.26 -2.18 -4.61
C 2.38 1.56 1.80
O 1.42 0.87 1.11
C 1.47 1.05 -0.29
C 0.50 0.10 -0.95
N -0.86 0.63 -0.99
C -1.96 -0.32 -0.87
C -3.22 0.30 -0.33
O -3.00 0.73 0.98
C -4.06 1.23 1.78
H 3.30 1.71 1.13
H 2.74 1.04 2.67
H 1.99 2.53 2.13
H 2.49 0.91 -0.68
H 1.20 2.09 -0.47
H 0.50 -0.82 -0.40
H 0.82 -0.13 -2.01
H -0.91 1.20 -0.11
H -1.76 -1.25 -0.26
H -2.18 -0.63 -1.90
H -4.07 -0.42 -0.41
H -3.50 1.11 -0.96
H -3.64 1.46 2.80
H -4.75 0.46 2.07
H -4.56 2.08 1.30
C -0.28 -4.83 0.59
C 0.98 -4.09 0.26
O 2.10 -4.93 0.09
H 0.06 -5.41 1.44
H -0.54 -5.51 -0.24
H -1.08 -4.20 0.84
H 1.11 -3.32 1.03
H 0.83 -3.59 -0.70
H 2.90 -4.34 0.09
C -5.30 -3.29 -1.04
C -4.69 -3.42 0.35
O -3.28 -3.68 0.33
H -5.29 -4.24 -1.63
H -4.71 -2.59 -1.69
H -6.33 -2.92 -0.98
H -5.23 -4.16 0.91
H -4.84 -2.49 0.92
H -3.05 -4.54 0.03
C 4.72 -0.53 4.99
C 3.30 -0.89 5.24
O 2.52 -0.87 4.03
H 5.22 -1.30 4.41
H 5.26 -0.30 5.89
H 4.62 0.40 4.37
H 2.88 -0.14 5.90
H 3.27 -1.84 5.74
H 1.65 -1.23 4.24
C -8.31 3.39 0.05
C -7.14 2.92 0.90
O -7.36 3.03 2.26
H -8.51 4.45 0.30
H -9.16 2.80 0.38
H -8.10 3.27 -0.99
H -6.27 3.49 0.63
H -6.93 1.94 0.58
H -6.59 3.37 2.69
C -3.86 -0.05 -4.58
C -3.33 1.31 -4.23
O -2.00 1.33 -3.57
H -4.08 -0.69 -3.74
H -3.08 -0.59 -5.14
H -4.78 0.01 -5.20
H -4.04 1.78 -3.58
H -3.11 1.96 -5.09
H -2.07 1.44 -2.62
C 4.23 4.84 3.01
C 3.36 4.06 4.03
O 3.66 4.57 5.34
H 4.02 5.87 3.13
H 4.04 4.57 1.98
H 5.23 4.57 3.30
H 3.52 3.00 3.94
H 2.27 4.23 3.88
H 3.25 4.14 6.09
C -4.29 5.23 1.88
C -5.19 5.34 3.01
O -5.25 4.10 3.72
H -3.23 5.19 2.24
H -4.45 5.98 1.11
H -4.54 4.28 1.40
H -6.19 5.60 2.60
H -4.99 6.14 3.72
H -5.45 4.21 4.66
C -0.61 3.64 2.60
C -0.04 4.92 1.97
O 0.87 4.53 0.94
H 0.22 2.98 2.88
H -1.25 3.18 1.87
H -1.19 3.86 3.51
H 0.52 5.47 2.70
H -0.80 5.62 1.57
H 0.35 4.58 0.12
*
```



Q: Which of these has the lowest highest occupied orbital energy?
A: C20H42BIN3O5P2S



Q: Which formula does entry 4 have?
A: C3H7O2



Q: Which of these has the lowest E_tot?
A: C70H183N9O26